# 1
36
Properties=species:S:1:pos:R:3 method="wB97M-V/def2-TZVPD" s2=0.755 de_lowest_ev=2.191 total_charge=+1 multiplicity=2
C -1.22 -2.52 -4.58
C -1.23 -1.24 -3.72
O -0.61 -1.47 -2.48
H -1.84 -2.47 -5.47
H -1.58 -3.36 -3.99
H -0.15 -2.69 -4.73
H -2.26 -0.90 -3.56
H -0.79 -0.42 -4.29
H 0.28 -1.58 -2.83
C -3.46 3.40 2.22
C -2.16 3.63 3.03
O -1.70 4.89 2.69
H -3.91 2.41 2.09
H -3.19 3.45 1.17
H -4.29 4.00 2.61
H -1.37 2.88 3.05
H -2.48 3.77 4.07
H -2.07 5.10 1.83
C 4.00 -0.57 1.02
C 4.10 -2.12 0.86
O 4.83 -2.62 -0.22
H 3.69 -0.09 0.09
H 4.98 -0.14 1.23
H 3.37 -0.24 1.85
H 3.13 -2.56 0.63
H 4.49 -2.60 1.76
H 5.73 -2.61 0.12
C 0.41 -0.34 0.92
C -1.14 -0.30 0.81
O -1.54 0.13 -0.50
H 0.69 -0.42 1.97
H 0.85 0.51 0.41
H 0.62 -1.28 0.41
H -1.47 0.28 1.67
H -1.45 -1.34 0.93
H -1.24 -0.57 -1.08

# 2
64
Properties=species:S:1:pos:R:3 method="wB97M-V/def2-TZVPD" smiles="COC(=O)[C@H]1C(=O)C2=C(C[C@@H]1C)NC(C)=C(C(=O)OCCOc1ccccc1)[C@H]2c1ccc(C)o1" de_lowest_ev=1.417
C 4.08 -1.84 -5.30
O 3.55 -2.47 -4.14
C 2.26 -2.26 -3.88
O 1.54 -1.62 -4.60
C 1.87 -2.90 -2.57
C 1.94 -1.76 -1.53
O 3.00 -1.48 -1.00
C 0.71 -1.04 -1.30
C -0.45 -1.37 -1.92
C -0.60 -2.54 -2.83
C 0.50 -3.58 -2.60
C 0.27 -4.34 -1.30
N -1.56 -0.58 -1.75
C -1.49 0.68 -1.20
C -2.69 1.54 -1.42
C -0.37 1.06 -0.54
C -0.23 2.42 -0.02
O -0.96 3.35 -0.27
O 0.85 2.53 0.78
C 1.10 3.78 1.39
C 0.68 3.79 2.87
O -0.66 4.16 3.06
C -1.67 3.29 2.73
C -2.92 3.88 2.52
C -4.01 3.10 2.21
C -3.88 1.72 2.10
C -2.65 1.14 2.33
C -1.55 1.91 2.65
C 0.73 0.07 -0.27
C 0.57 -0.53 1.10
C -0.32 -1.45 1.57
C -0.01 -1.65 2.94
C 1.04 -0.83 3.21
C 1.80 -0.58 4.46
O 1.40 -0.15 2.09
H 3.99 -0.75 -5.21
H 3.54 -2.17 -6.19
H 5.13 -2.13 -5.35
H 2.66 -3.61 -2.31
H -0.54 -2.18 -3.86
H -1.58 -3.00 -2.69
H 0.48 -4.29 -3.43
H 0.29 -3.66 -0.45
H 1.04 -5.09 -1.16
H -0.69 -4.84 -1.32
H -2.40 -0.83 -2.25
H -3.53 0.95 -1.80
H -2.46 2.33 -2.14
H -2.97 2.03 -0.50
H 0.56 4.56 0.86
H 2.18 3.94 1.32
H 0.91 2.81 3.32
H 1.25 4.56 3.39
H -3.00 4.95 2.59
H -4.97 3.56 2.03
H -4.73 1.11 1.85
H -2.53 0.07 2.26
H -0.60 1.43 2.82
H 1.71 0.56 -0.29
H -1.10 -1.94 1.01
H -0.51 -2.30 3.62
H 1.57 -1.34 5.19
H 2.87 -0.59 4.25
H 1.55 0.40 4.88

# 3
55
Properties=species:S:1:pos:R:3 method="wB97M-V/def2-TZVPD" s2=6.014 total_charge=+1 multiplicity=5 e_tot_ha=-3307.5964
Cr 1.13 0.75 -0.35
S 3.39 1.49 -0.92
C 2.46 2.92 -0.76
N 1.17 2.78 -0.56
C 0.52 4.01 -0.46
C -0.85 4.22 -0.27
C -1.32 5.52 -0.20
C -0.45 6.61 -0.33
C 0.90 6.41 -0.52
C 1.37 5.10 -0.58
S 3.01 4.56 -0.83
H -1.53 3.39 -0.16
H -2.38 5.69 -0.06
H -0.84 7.61 -0.27
H 1.58 7.25 -0.61
N -1.08 0.54 -0.25
C -1.54 0.68 1.17
C -2.83 -0.12 1.46
C -2.61 -1.56 1.94
C -1.83 -2.44 0.98
N -2.68 -2.72 -0.20
C -2.31 -2.91 -1.46
N -1.06 -2.74 -1.85
N -3.23 -3.27 -2.36
C -0.41 0.32 2.17
O -0.73 0.28 3.35
O 0.73 0.07 1.66
H -1.53 1.24 -0.83
H -1.38 -0.35 -0.62
H -1.74 1.74 1.34
H -3.45 -0.12 0.56
H -3.39 0.41 2.23
H -3.58 -2.03 2.14
H -2.07 -1.53 2.89
H -1.56 -3.39 1.45
H -0.90 -1.96 0.67
H -3.65 -2.90 0.02
H -0.32 -2.36 -1.25
H -0.83 -2.81 -2.83
H -4.17 -3.51 -2.09
H -2.98 -3.45 -3.32
C 2.27 -3.82 0.12
P 2.64 -2.09 -0.16
C 3.31 -1.45 1.37
C 3.93 -2.05 -1.41
O 1.37 -1.38 -0.63
H 3.17 -4.37 0.39
H 1.84 -4.26 -0.78
H 1.55 -3.90 0.94
H 4.16 -2.06 1.68
H 2.52 -1.46 2.12
H 3.63 -0.42 1.23
H 4.74 -2.72 -1.14
H 4.32 -1.04 -1.51
H 3.51 -2.36 -2.36